(1)
Density functional theory data (ωB97M-V/def2-TZVPD) for a structure of composition C49H52AsClN6O7Tl at a distorted geometry.

Element x y z (Å)
Tl: 0.239 0.690 -0.368
O: 4.596 2.972 0.097
C: 4.166 2.054 0.783
N: 4.765 1.635 1.963
C: 4.122 0.465 2.506
C: 2.959 0.333 1.454
O: 2.104 -0.550 1.501
N: 3.050 1.297 0.541
C: 4.995 -0.789 2.472
C: 6.366 -0.700 2.253
C: 7.164 -1.836 2.239
C: 6.602 -3.087 2.437
C: 5.233 -3.189 2.642
C: 4.439 -2.054 2.661
C: 3.563 0.706 3.911
C: 4.120 1.690 4.723
C: 3.646 1.900 6.011
C: 2.601 1.136 6.507
C: 2.024 0.169 5.696
C: 2.499 -0.044 4.411
H: 5.664 1.979 2.239
H: 6.825 0.262 2.073
H: 8.229 -1.740 2.066
H: 7.223 -3.974 2.425
H: 4.774 -4.160 2.784
H: 3.373 -2.154 2.792
H: 4.922 2.313 4.350
H: 4.095 2.671 6.626
H: 2.233 1.302 7.512
H: 1.191 -0.423 6.054
H: 2.000 -0.762 3.776
C: -3.537 1.493 -1.299
N: -3.392 2.646 -2.173
C: -4.591 3.035 -2.882
C: -4.406 4.408 -3.496
C: -3.193 4.353 -4.404
N: -2.045 3.870 -3.669
C: -0.753 4.077 -4.300
C: -2.129 2.978 -2.618
O: -1.127 2.532 -2.077
H: -4.228 1.727 -0.486
H: -2.567 1.227 -0.892
H: -3.916 0.631 -1.858
H: -5.417 3.039 -2.167
H: -4.840 2.304 -3.666
H: -4.228 5.138 -2.703
H: -5.294 4.705 -4.055
H: -2.954 5.348 -4.786
H: -3.402 3.711 -5.272
H: -0.584 5.144 -4.460
H: -0.710 3.566 -5.268
H: 0.023 3.678 -3.658
O: -1.183 -0.896 -2.273
As: -1.234 -2.503 -2.007
C: -2.572 -3.157 -0.763
C: -3.502 -2.221 -0.332
C: -4.458 -2.568 0.606
C: -4.491 -3.860 1.114
C: -3.560 -4.794 0.689
C: -2.597 -4.445 -0.249
C: 0.482 -3.389 -1.837
C: 0.627 -4.769 -1.871
C: 1.877 -5.340 -1.673
C: 2.985 -4.535 -1.453
C: 2.845 -3.153 -1.455
C: 1.599 -2.584 -1.652
C: -1.911 -3.267 -3.695
C: -1.898 -2.445 -4.816
C: -2.357 -2.910 -6.040
C: -2.832 -4.209 -6.152
C: -2.862 -5.033 -5.035
C: -2.410 -4.561 -3.811
H: -3.424 -1.207 -0.708
H: -5.154 -1.824 0.972
H: -5.224 -4.132 1.863
H: -3.566 -5.794 1.103
H: -1.844 -5.171 -0.533
H: -0.226 -5.412 -2.052
H: 1.982 -6.418 -1.686
H: 3.956 -4.984 -1.289
H: 3.708 -2.520 -1.283
H: 1.475 -1.508 -1.660
H: -1.529 -1.432 -4.698
H: -2.349 -2.262 -6.908
H: -3.184 -4.580 -7.108
H: -3.246 -6.042 -5.117
H: -2.471 -5.202 -2.938
Cl: 0.047 -4.286 3.368
C: 0.441 -3.393 1.881
C: -0.523 -2.214 1.574
O: -1.190 -1.718 2.476
O: -0.450 -1.861 0.357
H: 0.436 -4.098 1.053
H: 1.444 -2.988 1.991
N: 2.235 2.548 -2.408
N: 2.249 1.109 -2.383
H: 2.983 2.889 -1.804
H: 1.369 2.830 -1.958
H: 2.843 0.801 -1.616
H: 2.653 0.798 -3.256
C: 0.469 2.884 2.868
C: -0.428 3.525 1.843
O: -0.165 3.503 0.661
C: -1.713 4.148 2.296
C: -2.719 4.310 1.343
C: -3.934 4.870 1.697
C: -4.151 5.287 3.004
C: -3.152 5.136 3.954
C: -1.940 4.559 3.606
H: 1.271 2.364 2.349
H: -0.095 2.174 3.477
H: 0.906 3.637 3.528
H: -2.525 3.981 0.329
H: -4.717 4.983 0.957
H: -5.101 5.725 3.285
H: -3.320 5.464 4.972
H: -1.168 4.433 4.355

Total charge   -1
E   -152989.061 eV
Lowest unoccupied orbital energy   2.215 eV
HOMO   -5.43 eV

Atomic partial charges in e from the Mulliken method, atoms 1 to 8: atom 1 (Tl): 1.29, atom 2 (O): -0.80, atom 3 (C): -0.27, atom 4 (N): -0.08, atom 5 (C): 3.22, atom 6 (C): -0.82, atom 7 (O): -0.62, atom 8 (N): 0.00

=====

(2)
Density functional theory data (ωB97M-V/def2-TZVPD) for a structure of composition C49H53As2F6GaGeSbSeSi at a distorted geometry.

Element x y z (Å)
Ga: -0.430 -0.627 0.614
C: -1.555 -0.237 -3.704
C: -2.807 0.113 -2.970
As: -2.988 -0.366 -0.953
C: -3.930 -2.070 -1.144
C: -3.214 -3.168 -1.590
C: -3.863 -4.416 -1.767
C: -5.185 -4.520 -1.422
C: -5.928 -3.422 -1.055
C: -5.254 -2.221 -0.799
C: -4.503 0.861 -0.642
C: -5.540 0.932 -1.530
C: -6.540 1.879 -1.439
C: -6.493 2.752 -0.365
C: -5.471 2.724 0.530
C: -4.440 1.770 0.416
As: 0.194 0.469 -3.153
C: 1.166 -0.266 -4.764
C: 1.536 0.436 -5.923
C: 2.176 -0.205 -7.001
C: 2.417 -1.550 -6.941
C: 2.079 -2.260 -5.799
C: 1.392 -1.664 -4.739
C: 0.305 2.352 -3.793
C: -0.758 3.206 -4.130
C: -0.538 4.484 -4.559
C: 0.746 5.053 -4.531
C: 1.800 4.214 -4.149
C: 1.546 2.863 -3.766
H: -1.526 0.098 -4.781
H: -1.439 -1.358 -3.609
H: -3.657 -0.387 -3.379
H: -2.986 1.221 -2.959
H: -2.167 -3.078 -1.840
H: -3.260 -5.317 -2.121
H: -5.657 -5.513 -1.416
H: -7.004 -3.503 -0.860
H: -5.843 -1.362 -0.400
H: -5.629 0.171 -2.308
H: -7.344 1.951 -2.231
H: -7.230 3.553 -0.286
H: -5.549 3.477 1.350
H: -3.569 1.891 1.012
H: 1.281 1.481 -6.025
H: 2.430 0.375 -7.867
H: 2.990 -2.034 -7.694
H: 2.426 -3.300 -5.643
H: 1.097 -2.264 -3.852
H: -1.837 2.918 -4.116
H: -1.407 5.053 -4.855
H: 0.954 6.087 -4.860
H: 2.838 4.522 -4.091
H: 2.421 2.258 -3.493
F: 1.371 -1.880 0.072
Sb: 0.756 -3.756 -0.053
F: 0.408 -3.216 -1.906
F: -0.981 -2.885 0.389
F: -0.147 -5.472 0.119
F: 1.250 -3.738 1.815
F: 2.523 -4.463 -0.537
C: 5.238 0.476 2.494
Ge: 6.059 -0.283 0.921
C: 5.268 -1.899 0.239
C: 8.017 -0.313 0.959
C: 5.773 1.183 -0.422
Se: 3.985 1.934 -0.646
C: 4.104 3.393 0.736
H: 5.214 -0.268 3.305
H: 4.251 0.935 2.298
H: 5.920 1.235 2.860
H: 5.378 -2.090 -0.835
H: 4.133 -1.915 0.439
H: 5.639 -2.814 0.757
H: 8.435 0.718 0.713
H: 8.499 -1.066 0.312
H: 8.338 -0.509 1.986
H: 6.082 0.722 -1.391
H: 6.449 2.026 -0.233
H: 4.308 2.939 1.726
H: 3.068 3.793 0.838
H: 4.798 4.165 0.399
C: -1.101 4.361 3.751
C: -0.652 3.771 2.607
C: -0.842 2.394 2.374
C: -1.161 1.538 3.447
C: -1.702 2.190 4.612
C: -1.760 3.585 4.688
Si: -0.432 -0.160 3.102
C: 1.183 -0.319 3.957
C: 1.460 0.436 5.097
C: 2.399 -0.059 5.987
C: 3.054 -1.294 5.744
C: 2.820 -1.975 4.544
C: 1.922 -1.504 3.667
C: -1.738 -1.448 3.402
C: -1.418 -2.764 3.792
C: -2.455 -3.538 4.282
C: -3.775 -3.127 4.187
C: -4.086 -1.828 3.799
C: -3.022 -1.024 3.388
H: -0.858 5.417 3.912
H: -0.132 4.332 1.850
H: -0.505 2.076 1.353
H: -2.146 1.562 5.365
H: -2.188 4.043 5.618
H: 0.999 1.427 5.346
H: 2.597 0.477 6.935
H: 3.849 -1.652 6.429
H: 3.314 -2.968 4.399
H: 1.710 -2.027 2.746
H: -0.420 -3.138 3.712
H: -2.251 -4.508 4.690
H: -4.648 -3.783 4.440
H: -5.141 -1.502 3.680
H: -3.262 -0.004 3.133

Total charge   +2
<S²>   0.754
E   -378293.741 eV
Multiplicity   2
Lowest unoccupied orbital energy (alpha / beta)   -6.791 / -8.696 eV
HOMO (alpha / beta)   -12.58 / -12.58 eV

Atomic partial charges in e from the Mulliken method, atoms 1 to 8: atom 1 (Ga): 1.74, atom 2 (C): -0.81, atom 3 (C): -1.23, atom 4 (As): 0.61, atom 5 (C): 0.47, atom 6 (C): -0.09, atom 7 (C): -0.89, atom 8 (C): -0.38

=====

(3)
Density functional theory data (ωB97M-V/def2-TZVPD) for a structure of composition C49H53BaN4OSSb at a distorted geometry.

Element x y z (Å)
Ba: 0.845 1.107 0.128
C: 3.853 -0.735 -0.019
N: 2.828 -0.496 -1.045
C: 2.277 -1.784 -1.461
C: 3.440 0.250 -2.133
C: 4.178 -0.393 -3.118
C: 4.901 0.307 -4.071
C: 4.942 1.690 -3.985
C: 4.198 2.349 -3.027
C: 3.354 1.663 -2.126
N: 2.553 2.309 -1.209
C: 2.145 3.600 -1.444
C: 1.803 4.087 -2.723
C: 1.252 5.347 -2.909
C: 0.996 6.156 -1.816
C: 1.302 5.693 -0.539
C: 1.867 4.443 -0.330
N: 2.132 3.910 0.970
C: 3.566 3.712 1.210
C: 1.538 4.637 2.081
H: 4.656 -1.371 -0.413
H: 4.287 0.216 0.297
H: 3.406 -1.236 0.843
H: 3.049 -2.525 -1.701
H: 1.681 -2.196 -0.646
H: 1.643 -1.654 -2.339
H: 4.210 -1.475 -3.142
H: 5.453 -0.224 -4.835
H: 5.561 2.260 -4.669
H: 4.258 3.426 -2.952
H: 1.968 3.444 -3.578
H: 1.024 5.692 -3.910
H: 0.573 7.144 -1.944
H: 1.096 6.345 0.300
H: 4.089 4.675 1.287
H: 3.704 3.166 2.145
H: 3.996 3.136 0.396
H: 2.041 5.595 2.276
H: 0.482 4.827 1.884
H: 1.616 4.024 2.980
O: -0.524 2.558 -1.274
C: -1.725 3.244 -0.973
C: -2.253 2.813 0.375
C: -3.417 3.381 0.882
C: -3.859 2.994 2.135
C: -3.133 2.042 2.840
C: -1.992 1.522 2.257
N: -1.553 1.909 1.054
H: 0.053 3.135 -1.811
H: -2.485 3.029 -1.733
H: -1.570 4.327 -0.954
H: -3.955 4.123 0.305
H: -4.750 3.438 2.558
H: -3.440 1.712 3.823
H: -1.389 0.772 2.762
C: -3.438 -2.666 2.972
C: -3.922 -3.466 1.788
C: -4.944 -4.399 1.947
C: -5.432 -5.120 0.868
C: -4.907 -4.908 -0.398
C: -3.887 -3.984 -0.568
C: -3.388 -3.267 0.514
Sb: -1.715 -1.928 0.161
C: -2.606 -0.947 -1.557
C: -1.841 -0.753 -2.705
C: -2.364 -0.131 -3.831
C: -3.671 0.325 -3.805
C: -4.416 0.211 -2.641
C: -3.899 -0.402 -1.502
C: -4.725 -0.412 -0.242
C: -0.663 -3.579 -0.795
C: -0.647 -3.768 -2.173
C: 0.016 -4.845 -2.745
C: 0.670 -5.755 -1.933
C: 0.633 -5.592 -0.556
C: -0.034 -4.519 0.033
C: -0.093 -4.431 1.533
H: -3.832 -3.073 3.903
H: -3.770 -1.627 2.889
H: -2.347 -2.657 3.029
H: -5.364 -4.564 2.933
H: -6.221 -5.846 1.017
H: -5.281 -5.466 -1.247
H: -3.482 -3.818 -1.559
H: -0.807 -1.086 -2.727
H: -1.760 -0.014 -4.722
H: -4.102 0.794 -4.681
H: -5.423 0.613 -2.611
H: -5.547 0.300 -0.318
H: -4.117 -0.138 0.626
H: -5.146 -1.400 -0.053
H: -1.157 -3.069 -2.825
H: 0.020 -4.969 -3.821
H: 1.199 -6.594 -2.365
H: 1.117 -6.320 0.084
H: 0.528 -5.201 1.989
H: -1.124 -4.578 1.874
H: 0.245 -3.458 1.897
S: 0.707 -0.737 2.435
C: 1.953 -0.573 3.659
C: 3.036 0.300 3.502
C: 4.015 0.408 4.478
C: 3.934 -0.352 5.636
C: 2.863 -1.219 5.806
C: 1.884 -1.333 4.833
H: 3.101 0.895 2.597
H: 4.846 1.088 4.333
H: 4.697 -0.269 6.399
H: 2.790 -1.811 6.711
H: 1.051 -2.011 4.968

E   -77749.220 eV
Lowest unoccupied orbital energy   0.231 eV
HOMO   -6.56 eV

Atomic partial charges in e from the Mulliken method, atoms 1 to 8: atom 1 (Ba): 1.28, atom 2 (C): -1.26, atom 3 (N): 1.45, atom 4 (C): -1.35, atom 5 (C): 0.32, atom 6 (C): -0.22, atom 7 (C): -1.03, atom 8 (C): -0.81

=====

(4)
Density functional theory data (ωB97M-V/def2-TZVPD) for a structure of composition C49H53BrN9O5P2SSe2V at a distorted geometry.

Element x y z (Å)
V: 0.517 -0.678 0.508
O: 5.744 -1.335 3.400
C: 4.604 -1.232 2.711
C: 4.149 -2.230 1.841
C: 2.948 -2.019 1.215
N: 2.276 -0.899 1.405
C: 2.698 0.072 2.207
C: 3.869 -0.051 2.895
C: 1.733 1.240 2.152
O: 1.911 2.309 2.637
O: 0.665 0.883 1.382
C: 2.211 -2.910 0.236
O: 2.563 -3.974 -0.144
O: 1.057 -2.270 -0.144
H: 6.164 -2.194 3.267
H: 4.703 -3.146 1.672
H: 4.217 0.716 3.574
Se: -1.521 -5.127 5.569
P: -2.507 -3.378 4.980
C: -4.224 -3.728 4.551
C: -5.099 -3.966 5.616
C: -6.397 -4.375 5.367
C: -6.835 -4.562 4.059
C: -5.967 -4.340 3.004
C: -4.663 -3.928 3.256
C: -2.635 -2.064 6.215
C: -1.998 -2.185 7.438
C: -2.123 -1.168 8.381
C: -2.880 -0.042 8.094
C: -3.517 0.079 6.863
C: -3.396 -0.931 5.923
C: -1.561 -2.475 3.661
C: -1.561 -2.013 2.359
N: -0.328 -1.461 2.151
N: 0.389 -1.585 3.281
N: -0.326 -2.174 4.173
P: -2.711 -1.807 0.995
Se: -1.721 -0.756 -0.661
C: -4.037 -0.829 1.699
C: -3.601 0.370 2.276
C: -4.513 1.221 2.874
C: -5.863 0.889 2.893
C: -6.301 -0.284 2.299
C: -5.392 -1.145 1.698
C: -3.133 -3.449 0.401
C: -2.103 -4.392 0.417
C: -2.322 -5.665 -0.085
C: -3.564 -6.001 -0.611
C: -4.572 -5.050 -0.676
C: -4.357 -3.772 -0.184
H: -4.757 -3.837 6.636
H: -7.068 -4.562 6.195
H: -7.848 -4.894 3.869
H: -6.295 -4.503 1.984
H: -3.980 -3.792 2.435
H: -1.410 -3.072 7.642
H: -1.631 -1.261 9.340
H: -2.977 0.746 8.831
H: -4.113 0.957 6.642
H: -3.897 -0.842 4.964
H: -2.554 0.650 2.241
H: -4.169 2.149 3.314
H: -6.576 1.554 3.364
H: -7.354 -0.533 2.295
H: -5.756 -2.055 1.254
H: -1.130 -4.137 0.819
H: -1.519 -6.389 -0.072
H: -3.740 -7.001 -0.986
H: -5.525 -5.298 -1.125
H: -5.139 -3.035 -0.283
C: -0.824 4.597 2.219
N: -0.073 4.706 0.976
C: 1.272 5.260 1.148
C: -0.426 3.946 -0.092
S: -1.589 2.754 -0.026
N: 0.234 4.239 -1.272
C: 0.466 5.631 -1.661
C: 0.071 3.355 -2.416
H: -0.569 5.456 2.839
H: -0.571 3.678 2.752
H: -1.890 4.600 2.010
H: 1.748 4.774 2.001
H: 1.230 6.334 1.333
H: 1.881 5.075 0.270
H: 0.116 6.307 -0.887
H: -0.095 5.844 -2.574
H: 1.523 5.831 -1.855
H: 0.057 2.316 -2.098
H: 0.909 3.524 -3.098
H: -0.865 3.550 -2.948
Br: -0.231 -0.454 -8.024
C: -0.557 -0.349 -6.181
C: 0.486 -0.098 -5.308
C: 0.188 -0.008 -3.957
N: -1.042 -0.155 -3.458
C: -2.021 -0.412 -4.322
C: -1.836 -0.518 -5.693
H: 1.497 0.032 -5.671
H: 0.971 0.183 -3.234
H: -3.010 -0.546 -3.894
H: -2.670 -0.711 -6.353
C: 4.247 2.777 -0.007
C: 3.657 2.729 -1.409
N: 3.768 1.412 -2.043
C: 4.823 1.258 -3.054
C: 6.216 1.099 -2.463
C: 2.973 0.390 -1.678
C: 3.262 -0.970 -2.253
N: 1.935 0.505 -0.894
H: 4.223 3.799 0.372
H: 5.284 2.438 -0.008
H: 3.689 2.158 0.688
H: 4.187 3.430 -2.051
H: 2.612 3.048 -1.397
H: 4.787 2.142 -3.690
H: 4.584 0.410 -3.688
H: 6.513 1.984 -1.898
H: 6.945 0.955 -3.262
H: 6.263 0.235 -1.796
H: 4.318 -1.229 -2.182
H: 2.972 -1.011 -3.305
H: 2.673 -1.713 -1.732
H: 1.771 1.457 -0.583

Total charge   +1
<S²>   0.762
E   -331155.813 eV
Multiplicity   2
Lowest unoccupied orbital energy (alpha / beta)   -4.057 / -3.580 eV
HOMO (alpha / beta)   -9.40 / -9.40 eV

Atomic partial charges in e from the Mulliken method, atoms 1 to 8: atom 1 (V): -0.43, atom 2 (O): -0.53, atom 3 (C): 0.67, atom 4 (C): -0.70, atom 5 (C): 0.55, atom 6 (N): 1.69, atom 7 (C): 0.61, atom 8 (C): -0.85

=====

> What is the formula in the second record?

C49H53As2F6GaGeSbSeSi

=====

> The highest E belongs to which entry?

C49H53BaN4OSSb

=====

> Which value of E does entry 2 give?

-378293.741 eV